{
  "formula": "C4H4N2S",
  "method": "ωB97M-V/def2-TZVPD",
  "largest_force_ev_per_a": 3.13,
  "e_above_lowest_ev": 5.412,
  "gap_ev": [7.7, 8.8],
  "total_energy_ev": -18022.828,
  "homo_energy_ev": [-8.6, -9.8],
  "species": ["C", "C", "C", "C", "N", "N", "S", "H", "H", "H", "H"],
  "coordinates": [[1.42414, 1.13856, 0.03598], [0.08178, 1.20967, 0.10306], [0.75310, -0.87493, -0.02476], [-1.66262, -0.56200, 0.14077], [1.85541, -0.18173, -0.06660], [-0.38828, -0.14276, 0.10959], [-3.12531, 0.04023, 0.06355], [1.93915, 2.02629, -0.23681], [-0.39512, 2.12305, -0.13865], [0.53322, -1.93513, 0.20904], [-1.01547, -2.84124, -0.19518]]
}

{
  "formula": "C4H4N3",
  "method": "ωB97M-V/def2-TZVPD",
  "largest_force_ev_per_a": 4.23,
  "smiles": "C=CC1=NN=[N+]=C1",
  "e_above_lowest_ev": 4.799,
  "charge": 1,
  "gap_ev": [6.9, 7.1],
  "total_energy_ev": -8669.225,
  "homo_energy_ev": [-15.8, -16.0],
  "species": ["C", "C", "C", "C", "N", "N", "N", "H", "H", "H", "H"],
  "coordinates": [[1.08645, 1.23366, 0.08701], [0.44848, -0.41656, 0.08050], [-1.93671, -0.16079, -0.26034], [-0.86621, -0.86399, 0.19981], [2.32005, 0.95606, 0.06426], [1.58769, -1.05071, -0.00389], [2.55265, -0.27886, -0.19820], [0.58780, 2.16549, 0.26332], [-2.94053, -0.54706, -0.15007], [-1.82639, 0.79173, -0.76073], [-1.01326, -1.82897, 0.67833]]
}

{
  "formula": "C4H4N4",
  "method": "ωB97M-V/def2-TZVPD",
  "largest_force_ev_per_a": 6.21,
  "e_above_lowest_ev": 4.502,
  "gap_ev": 10.2,
  "total_energy_ev": -10168.335,
  "homo_energy_ev": -9.9,
  "species": ["C", "C", "C", "C", "H", "H", "H", "H", "N", "N", "N", "N"],
  "coordinates": [[-1.22468, 0.90596, 0.00369], [-1.71965, -0.60298, 0.06119], [2.25166, -0.23876, -0.01150], [0.31175, 0.47416, -0.45009], [-1.08257, 1.42729, 0.93224], [-1.57220, 1.69168, -0.76282], [-2.86402, -0.64743, 0.30201], [3.41127, -0.13098, 0.71618], [-0.88152, -1.58274, -0.08491], [0.28429, -0.92542, -0.59956], [1.65102, -1.33465, 0.03977], [1.43465, 0.96386, -0.14620]]
}

{
  "formula": "C4H4N4",
  "method": "ωB97M-V/def2-TZVPD",
  "largest_force_ev_per_a": 10.87,
  "smiles": "C#CCc1nn[nH]n1",
  "e_above_lowest_ev": 5.460,
  "gap_ev": 10.4,
  "total_energy_ev": -10167.377,
  "homo_energy_ev": -9.8,
  "species": ["C", "C", "C", "C", "H", "H", "H", "H", "N", "N", "N", "N"],
  "coordinates": [[1.46996, -2.71541, -0.36730], [1.19975, -1.54013, 0.20101], [0.27431, -0.68700, 0.77739], [-0.36311, 0.54746, 0.22313], [2.25449, -3.55388, -0.78015], [-0.69193, -1.25951, 1.06200], [0.55550, -0.36808, 1.90066], [-0.59645, 3.42214, -0.98263], [-1.48816, 0.32962, -0.58235], [-1.78297, 1.58306, -1.08888], [-0.80949, 2.41284, -0.56700], [-0.02192, 1.82888, 0.20411]]
}

{
  "formula": "C4H4N4O4",
  "method": "ωB97M-V/def2-TZVPD",
  "largest_force_ev_per_a": 3.85,
  "smiles": "O=[N+]([O-])Nc1[nH]ccc1[N+](=O)[O-]",
  "e_above_lowest_ev": 7.154,
  "gap_ev": 8.8,
  "total_energy_ev": -18356.963,
  "homo_energy_ev": -9.4,
  "species": ["C", "C", "C", "C", "N", "N", "N", "N", "O", "O", "O", "O", "H", "H", "H", "H"],
  "coordinates": [[-1.46928, 0.78896, 1.21247], [-0.40114, 1.62238, 1.37177], [-1.05451, -0.22183, 0.30981], [0.25796, 0.07574, -0.04587], [0.64725, 1.16667, 0.61962], [1.14668, -0.92494, -0.74745], [-1.80671, -1.31457, -0.14797], [2.19980, -0.42962, -1.46203], [-2.94041, -1.44570, 0.25191], [-1.26167, -2.08189, -0.93397], [2.58406, 0.67589, -1.15531], [2.67133, -1.14844, -2.29536], [-2.43633, 0.85030, 1.67069], [-0.29632, 2.49924, 1.97827], [1.55956, 1.58988, 0.50869], [0.59971, -1.70206, -1.13528]]
}

{
  "formula": "C4H4N4S2",
  "method": "ωB97M-V/def2-TZVPD",
  "largest_force_ev_per_a": 3.22,
  "smiles": "N#CC(=C=C=N)SN.N=S",
  "e_above_lowest_ev": 2.929,
  "gap_ev": [6.7, 6.7],
  "total_energy_ev": -31837.483,
  "homo_energy_ev": [-8.3, -8.2],
  "species": ["C", "C", "C", "C", "N", "N", "N", "N", "S", "S", "H", "H", "H", "H"],
  "coordinates": [[-0.27911, 0.36233, -1.96651], [0.95681, -0.19823, 1.39378], [0.07364, 0.33814, -0.74683], [0.07231, 0.48251, 0.58043], [-0.81263, 0.41302, -3.04984], [1.50778, -0.78628, 2.19972], [0.13575, -2.31287, -1.55834], [-0.19028, 1.97783, 2.86894], [-0.09294, -2.87463, -3.00886], [-1.06578, 1.41156, 1.49672], [-0.57831, -0.16169, -3.91336], [0.83556, -2.73627, -0.98121], [0.02391, 1.14486, 3.48317], [-0.58671, 2.93973, 3.20220]]
}

{
  "formula": "C4H4N6O",
  "method": "ωB97M-V/def2-TZVPD",
  "largest_force_ev_per_a": 5.58,
  "e_above_lowest_ev": 3.083,
  "gap_ev": 9.2,
  "total_energy_ev": -15195.788,
  "homo_energy_ev": -9.3,
  "species": ["C", "C", "C", "C", "N", "N", "N", "N", "N", "N", "O", "H", "H", "H", "H"],
  "coordinates": [[1.02395, -0.99187, 0.14530], [0.42906, 1.82794, -0.09994], [-0.25650, 0.90001, 0.93231], [-0.87434, -1.37568, 1.53456], [1.96307, -1.38866, -0.36570], [0.48350, -0.44107, -3.78203], [0.18257, 0.24955, -2.98039], [0.49666, 1.74451, -1.32028], [-0.13427, 0.85735, -2.02443], [0.01552, -0.44489, 0.80512], [-0.98786, 1.37509, 1.76437], [0.92667, 2.68084, 0.36798], [-0.99946, -1.25775, 2.63224], [-1.92923, -1.39355, 0.97288], [-0.33935, -2.34182, 1.41800]]
}

{
  "formula": "C4H4NO",
  "method": "ωB97M-V/def2-TZVPD",
  "largest_force_ev_per_a": 3.37,
  "smiles": "[NH+]#C/C=C\\C=O",
  "e_above_lowest_ev": 0.389,
  "charge": 1,
  "gap_ev": 8.9,
  "total_energy_ev": -7740.055,
  "homo_energy_ev": -15.0,
  "species": ["C", "C", "C", "C", "N", "O", "H", "H", "H", "H"],
  "coordinates": [[-0.93962, -0.78488, 0.11122], [0.34296, -1.13568, 0.34996], [-1.25209, 0.67018, -0.17260], [1.28367, -0.10845, 0.20218], [1.82229, 0.87209, -0.04888], [-1.06726, 1.65968, 0.46065], [-1.80296, -1.44239, -0.02967], [0.76610, -2.00199, 0.66770], [-1.62147, 0.66976, -1.30101], [2.46838, 1.60168, -0.23957]]
}

Repeat the third record exactly.
{
  "formula": "C4H4N4",
  "method": "ωB97M-V/def2-TZVPD",
  "largest_force_ev_per_a": 6.21,
  "e_above_lowest_ev": 4.502,
  "gap_ev": 10.2,
  "total_energy_ev": -10168.335,
  "homo_energy_ev": -9.9,
  "species": ["C", "C", "C", "C", "H", "H", "H", "H", "N", "N", "N", "N"],
  "coordinates": [[-1.22468, 0.90596, 0.00369], [-1.71965, -0.60298, 0.06119], [2.25166, -0.23876, -0.01150], [0.31175, 0.47416, -0.45009], [-1.08257, 1.42729, 0.93224], [-1.57220, 1.69168, -0.76282], [-2.86402, -0.64743, 0.30201], [3.41127, -0.13098, 0.71618], [-0.88152, -1.58274, -0.08491], [0.28429, -0.92542, -0.59956], [1.65102, -1.33465, 0.03977], [1.43465, 0.96386, -0.14620]]
}

Copy entry 8 word for word.
{
  "formula": "C4H4NO",
  "method": "ωB97M-V/def2-TZVPD",
  "largest_force_ev_per_a": 3.37,
  "smiles": "[NH+]#C/C=C\\C=O",
  "e_above_lowest_ev": 0.389,
  "charge": 1,
  "gap_ev": 8.9,
  "total_energy_ev": -7740.055,
  "homo_energy_ev": -15.0,
  "species": ["C", "C", "C", "C", "N", "O", "H", "H", "H", "H"],
  "coordinates": [[-0.93962, -0.78488, 0.11122], [0.34296, -1.13568, 0.34996], [-1.25209, 0.67018, -0.17260], [1.28367, -0.10845, 0.20218], [1.82229, 0.87209, -0.04888], [-1.06726, 1.65968, 0.46065], [-1.80296, -1.44239, -0.02967], [0.76610, -2.00199, 0.66770], [-1.62147, 0.66976, -1.30101], [2.46838, 1.60168, -0.23957]]
}